Record 1
Molecular formula: C35H61N6O5S4
Method: DFT, ωB97M-V/def2-TZVPD

```
111
Properties=species:S:1:pos:R:3:mulliken_charge:R:1
S 2.4428 4.9371 2.8002 0.63
H 2.3353 -1.9831 -6.2068 0.45
C -0.6282 3.9421 -2.6368 -1.21
C -1.9099 3.3875 -2.7113 -0.94
H -2.5644 0.2914 1.6032 0.65
C -2.9676 -3.1549 2.8668 -0.05
C -3.0778 -0.1376 0.7589 -0.90
H -4.5647 -4.4271 1.0774 0.25
H -5.2415 0.0621 1.0895 0.47
H -2.5816 2.4133 0.4746 0.10
H -0.9494 -4.2148 0.3997 0.26
C -4.1145 -5.2288 1.6570 -0.78
H 0.8855 -5.3699 -1.8375 0.58
C 0.0158 -0.2469 -4.6726 -0.85
H 5.2012 2.4067 -3.5544 0.41
H -0.3509 -2.3204 -1.1779 -0.64
H -0.4428 -1.9510 1.5465 -0.11
H 2.2972 0.2023 -1.4649 -0.29
H 1.1888 1.4450 0.6272 -0.81
O -1.5444 1.8510 7.1783 -0.69
C -0.8146 -3.6135 -2.7963 -0.24
H -0.4232 1.4141 3.8359 -0.10
H -1.0483 3.3858 0.8260 0.05
C 3.9862 1.2213 -0.7283 -0.36
C -1.8918 2.1164 -2.1694 -0.76
H 2.1504 -0.6712 0.4321 0.53
N -0.6001 1.9127 -1.7502 2.01
H -1.6606 -6.3389 -1.1282 0.47
H -2.7783 3.8411 -3.1658 0.44
H -0.3348 4.9172 -2.9893 0.45
H 0.3005 4.1739 6.4066 0.33
H 0.9557 2.5341 6.6476 0.37
H -5.4395 -1.2639 -1.2463 0.49
H -2.1873 5.9306 3.4572 0.44
C -1.2866 -5.3826 -1.4521 -1.16
C 4.9364 1.9677 -1.3709 -0.85
H 4.1046 6.4452 3.7106 0.36
C 3.4231 1.3096 -2.8930 -0.33
H 4.3789 6.2196 2.0554 0.34
H -2.9336 -1.6954 -2.0832 0.37
H 1.0503 -1.8187 2.4015 0.55
H 2.3991 -2.1227 -3.4761 0.47
C 0.6399 -0.6067 -5.8526 -0.77
H 1.2019 3.0321 -1.6900 0.30
C 2.7710 -4.4598 -1.4729 -0.38
H 3.8540 0.9638 0.3108 0.48
H -3.1773 -5.6354 1.2781 0.21
C 0.7262 0.6424 1.2093 0.35
C 1.8732 4.9681 1.0620 -0.51
S -1.2966 2.4847 5.8437 0.57
C 1.0475 -0.7021 0.5298 0.15
C 0.1600 3.0103 -1.9672 -0.39
H -2.6230 1.3278 -2.1105 0.43
S -3.8052 -4.6710 3.3926 0.42
S -2.7105 3.7713 2.5052 0.71
O 0.5768 -0.7306 -0.7887 -0.65
H 4.9975 -4.5306 -1.3726 0.40
H 2.7201 5.3539 0.4890 0.49
H 2.1264 -7.2795 -2.9826 0.37
H -3.7263 -2.6196 2.2914 0.17
H -1.4606 -5.5197 -3.6731 0.40
H -2.4186 4.2102 0.2737 0.56
H -2.1807 5.8877 1.7219 0.39
H -0.7577 0.4601 -4.4123 0.28
C 2.5897 -6.4132 -2.5421 -0.58
C 4.6526 1.9218 -2.7647 -0.73
H 1.0034 3.2485 5.0558 0.06
H -2.5817 -2.6028 3.7169 0.38
C 1.7771 -1.5289 -4.1240 -0.79
H -1.3558 -0.6631 -0.3809 -0.56
H 5.8117 2.3972 -0.9083 0.44
H 3.0575 7.2663 2.4294 0.36
O 3.2667 3.7012 3.0266 -0.62
C 4.0456 -4.9327 -1.6828 -0.97
H 4.7048 -6.8591 -2.6752 0.38
O -5.1157 -4.1593 3.9316 -0.63
C 3.5600 6.3629 2.7727 -1.17
H 0.5787 -0.6916 -2.6532 -0.67
H 1.1407 0.6817 2.2191 0.78
H 1.0394 5.6628 0.9932 0.41
N -2.3798 -0.6716 -0.2945 1.80
C 1.7121 -1.4589 -5.4989 -0.71
N -0.6317 -3.2609 -1.4908 1.93
H -1.6951 0.4500 4.6527 0.29
C -0.9973 -4.2857 -0.6731 -0.30
H 0.9269 -2.8217 0.9248 0.14
H -4.8101 -6.0691 1.6843 0.41
H -0.3492 0.8453 1.1865 -0.54
C -1.8142 5.3613 2.6107 -0.81
H 2.4555 -3.5339 -1.0211 0.71
H 1.6773 3.9740 0.6700 -0.31
C 0.6410 -1.8747 1.3897 -1.19
N 1.8981 -5.3827 -1.9538 0.11
H -2.2026 -3.3169 2.1057 -0.25
H 2.8199 0.9534 -3.7130 0.30
N 0.7535 -0.7584 -3.6465 2.47
C 0.4068 3.1839 5.9657 -0.73
O -4.1569 4.1016 2.3654 -0.74
N 3.0376 0.8736 -1.6374 0.63
C -3.2462 -1.1124 -1.2302 -0.70
C -1.1728 -4.9441 -2.8068 -1.27
C -2.1395 3.3239 0.8531 -0.70
C -4.5418 -0.8811 -0.7912 -1.03
H 0.3605 -0.3231 -6.8532 0.46
H -0.1810 1.0661 -1.3644 -0.33
C -0.7998 1.0555 4.7925 -0.54
H -0.6990 -2.8771 -3.5736 0.39
C -4.4258 -0.2481 0.4548 -0.91
H -0.7341 5.2589 2.5437 -0.04
H -0.0752 0.4370 5.3193 0.48
C 3.9347 -6.1995 -2.3106 -0.48
```

Computed properties:
ΔE to the lowest compared entry with this formula, charge and spin, eV: 0.499
Charge: -1
HOMO level, eV: -5.9
Total energy, hartree: -3667.64242
LUMO energy, eV: 1.66



Record 2
Molecular formula: C14H15AgBN2O2S
Method: DFT, ωB97M-V/def2-TZVPD

```
36
Properties=species:S:1:pos:R:3:mulliken_charge:R:1
C -4.2025 -0.9543 1.9940 -0.45
C 1.3577 -1.4169 -1.6095 -0.88
H 3.2333 0.6942 2.5424 0.33
H -5.9799 -2.1234 1.1604 0.34
C 0.9695 0.6188 2.7377 -0.58
H -3.2627 -0.3362 -1.8352 0.30
C 0.9060 0.9475 -0.1059 0.19
H -5.3011 -1.7157 -1.3228 0.35
B 3.4985 1.0987 -0.3694 0.88
O 3.5218 2.0732 -1.4386 -0.88
H -0.5558 -0.4404 -2.0511 -0.01
H 3.1259 1.6566 -2.2385 0.42
C 2.2197 0.9202 0.5529 0.25
S -1.9307 0.5873 2.9582 -0.24
H 5.3069 0.7443 0.5642 0.23
H 1.0785 -1.7516 -0.5707 0.26
C 0.5324 -0.1778 -2.1237 -0.07
C -4.7146 -1.3171 -0.4663 -0.58
C 2.2471 0.7401 2.0177 -0.85
C -2.6844 0.1172 0.2793 0.13
H 0.7680 -0.0696 -3.2249 0.41
H -4.5099 -1.1566 3.0507 0.32
N 4.7812 0.3398 -0.2163 -0.54
C -3.5378 -0.5031 -0.7593 -0.29
H 4.6224 -0.6627 -0.1003 0.24
H 1.1105 -2.2927 -2.2828 0.44
N -1.5792 0.9310 -0.2105 -0.10
O 0.8785 1.0862 -1.5097 -0.58
C -0.3873 0.8384 0.6133 0.04
C -3.0248 -0.1416 1.6815 0.51
H 2.4600 -1.2364 -1.7333 0.10
Ag 5.3232 1.3634 -2.6823 0.67
H -1.8898 1.9112 -0.1723 0.29
C -5.0621 -1.5262 0.9478 -0.43
C -0.3457 0.6822 2.0787 0.46
H 1.0273 0.4722 3.8444 0.34
```

Computed properties:
Charge: +1
HOMO level, eV: -10.5
Total energy, hartree: -1372.19537
LUMO energy, eV: -5.30



Record 3
Molecular formula: C10H16F18N5O13S6
Method: DFT, ωB97M-V/def2-TZVPD

```
68
Properties=species:S:1:pos:R:3:mulliken_charge:R:1
H -0.5919 1.6201 1.0753 0.40
H -0.2479 -4.7420 -2.4990 0.41
N 0.1020 -4.1326 -1.7736 -0.03
H 4.6850 -3.8870 -0.7976 0.31
H 0.1963 -1.2240 -3.5854 0.43
H -0.3841 -1.2302 -1.8880 0.14
O 0.7921 1.4372 -4.0432 -0.60
F 0.5494 5.0900 3.5361 -0.19
H 0.2978 1.1227 -0.2323 0.47
C 3.7914 -3.4277 -0.3749 -0.59
O -1.7495 5.3720 1.2205 -0.60
O -1.8345 -4.3882 1.9505 -0.63
H 0.6931 -4.6449 -1.1346 0.36
C 4.0299 1.4863 -0.3922 0.53
H -1.2402 0.6909 -0.0741 0.10
O -2.2705 4.6239 3.5007 -0.60
C -0.2251 -1.8305 -2.7838 -1.28
O 3.0524 2.7798 -2.7317 -0.60
O -2.0259 -3.3679 -0.2137 -0.91
O 0.4185 -3.4742 2.8217 -0.68
O 3.0839 0.2507 -2.6345 -0.65
S 2.7704 1.5687 -1.9386 0.75
F 0.1138 0.1673 3.6696 -0.17
H 3.9908 -2.3602 -0.2820 0.16
S -3.3576 2.7690 1.7037 0.78
S -1.5861 4.3399 2.2649 0.83
F -3.2247 2.4057 -1.1118 -0.21
H -0.7270 -3.7554 -1.3373 0.19
C 0.7644 -0.9262 3.2537 0.51
F 0.4861 2.9626 3.2051 -0.20
O -1.4452 -2.1660 3.8929 -0.66
O -3.8395 1.9221 2.7173 -0.69
S 0.3273 1.8442 -2.6510 0.86
C -3.7256 1.8218 0.0287 0.50
N 1.3940 1.5106 -1.3241 -0.64
N -0.3931 0.8504 0.4523 1.37
H 2.7053 -2.2160 -2.6271 0.43
F -5.0781 1.8154 -0.0698 -0.27
C 0.7590 -2.9956 -2.6010 0.23
S -2.0166 -3.1119 1.1702 0.76
F 0.8503 4.2085 -3.7568 -0.22
F 5.3137 1.2213 -0.7947 -0.21
F -4.4311 -3.1822 2.1568 -0.22
F 1.5039 -0.6208 2.1878 -0.13
H 0.8675 -3.4479 -3.5868 0.34
C 2.0713 -2.6805 -1.8718 -0.32
F -3.2274 0.5785 0.1130 -0.13
F -3.4498 -1.3140 2.3485 -0.19
O -1.0167 1.4440 -2.2764 -0.56
H -1.2409 -2.0959 -3.0768 0.47
S -0.4195 -2.2705 2.8393 0.87
F 3.6330 0.4869 0.4868 -0.18
O 2.7563 -3.8236 -1.2674 -0.53
F -4.2837 -1.9185 0.3838 -0.22
F 1.6210 -1.4124 4.1880 -0.25
C 0.2491 3.8257 -2.5959 0.66
F 3.9961 2.6341 0.3498 -0.23
H -0.2252 0.0141 0.9931 -0.20
F -0.9341 4.2751 -2.4946 -0.18
F 0.9131 4.2504 -1.5835 -0.19
C 0.3140 4.1810 2.6360 0.58
H 3.7514 -3.7350 0.6701 0.30
H 1.8495 -1.9772 -1.0692 0.16
N -0.8410 -1.8080 1.4640 -0.38
F 1.0289 4.3112 1.4888 -0.16
N -1.8470 2.6926 1.6796 -0.36
O -4.1520 3.9267 1.4979 -0.61
C -3.6904 -2.3348 1.5285 0.78
```

Computed properties:
ΔE to the lowest compared entry with this formula, charge and spin, eV: 0.000
Charge: -1
HOMO level, eV: -7.2
Total energy, hartree: -5829.09936
LUMO energy, eV: 1.24



Copy entry 2 word for word.
Molecular formula: C14H15AgBN2O2S
Method: DFT, ωB97M-V/def2-TZVPD

```
36
Properties=species:S:1:pos:R:3:mulliken_charge:R:1
C -4.2025 -0.9543 1.9940 -0.45
C 1.3577 -1.4169 -1.6095 -0.88
H 3.2333 0.6942 2.5424 0.33
H -5.9799 -2.1234 1.1604 0.34
C 0.9695 0.6188 2.7377 -0.58
H -3.2627 -0.3362 -1.8352 0.30
C 0.9060 0.9475 -0.1059 0.19
H -5.3011 -1.7157 -1.3228 0.35
B 3.4985 1.0987 -0.3694 0.88
O 3.5218 2.0732 -1.4386 -0.88
H -0.5558 -0.4404 -2.0511 -0.01
H 3.1259 1.6566 -2.2385 0.42
C 2.2197 0.9202 0.5529 0.25
S -1.9307 0.5873 2.9582 -0.24
H 5.3069 0.7443 0.5642 0.23
H 1.0785 -1.7516 -0.5707 0.26
C 0.5324 -0.1778 -2.1237 -0.07
C -4.7146 -1.3171 -0.4663 -0.58
C 2.2471 0.7401 2.0177 -0.85
C -2.6844 0.1172 0.2793 0.13
H 0.7680 -0.0696 -3.2249 0.41
H -4.5099 -1.1566 3.0507 0.32
N 4.7812 0.3398 -0.2163 -0.54
C -3.5378 -0.5031 -0.7593 -0.29
H 4.6224 -0.6627 -0.1003 0.24
H 1.1105 -2.2927 -2.2828 0.44
N -1.5792 0.9310 -0.2105 -0.10
O 0.8785 1.0862 -1.5097 -0.58
C -0.3873 0.8384 0.6133 0.04
C -3.0248 -0.1416 1.6815 0.51
H 2.4600 -1.2364 -1.7333 0.10
Ag 5.3232 1.3634 -2.6823 0.67
H -1.8898 1.9112 -0.1723 0.29
C -5.0621 -1.5262 0.9478 -0.43
C -0.3457 0.6822 2.0787 0.46
H 1.0273 0.4722 3.8444 0.34
```

Computed properties:
Charge: +1
HOMO level, eV: -10.5
Total energy, hartree: -1372.19537
LUMO energy, eV: -5.30



- Which of these has the highest charge?
  C14H15AgBN2O2S



- What is the total energy in the second record?
  -1372.19537 hartree



- Look up the HOMO level of the first one.
  -5.9 eV